No. 1
Molecular formula: C21H28O21
Method: DFT, wB97M-V/def2-TZVPD

Calculated values
- LUMO energy: -0.006 hartree
- SMILES: O=C1OCCO1.O=C1OCCO1.O=C1OCCO1.O=C1OCCO1.O=C1OCCO1.O=C1OCCO1.O=C1OCCO1
- Frontier orbital gap: 10.77 eV
- Maximum force: 5.1 eV/A
- ΔE to the lowest compared entry with this formula, charge and spin: 83.4 kcal/mol
- E_tot: -65225.298 eV
- Total charge: 0
- Molecular weight: 616.434 g mol⁻¹

```
70
Properties=species:S:1:pos:R:3:forces:R:3
O 2.9915 23.9010 -21.8394 0.73 -1.74 2.85
C 3.4880 23.3443 -20.8669 -0.89 1.00 -3.26
O 3.2119 22.0697 -20.4262 -1.48 0.80 -1.56
C 4.0746 21.7419 -19.4204 1.49 -1.59 1.48
C 5.0011 22.8832 -19.3332 2.02 -0.53 1.81
O 4.5109 23.8725 -20.1799 -0.23 0.39 0.40
H 3.6745 21.5402 -18.4267 -1.19 0.03 -0.39
H 4.7536 20.9062 -19.5893 -0.73 -0.70 -0.78
H 6.0024 22.5297 -19.5789 0.14 0.65 -0.56
H 5.0408 23.0404 -18.2554 0.12 1.68 -0.13
O 7.9670 18.3553 -15.7294 -3.17 3.90 -0.61
C 7.1769 19.3382 -15.7014 3.17 -2.99 -0.53
O 6.8718 20.1969 -16.7505 1.04 -1.08 1.42
C 6.0300 21.2281 -16.2565 -0.23 0.61 0.03
C 5.6847 20.7820 -14.8647 -2.55 -1.35 1.26
O 6.5343 19.6845 -14.5995 1.01 0.07 0.19
H 6.5038 22.2046 -16.1557 0.50 -0.10 -0.70
H 5.1951 21.2753 -16.9556 -0.15 0.16 0.37
H 4.7140 20.2986 -14.7544 -0.57 0.27 -0.69
H 5.6180 21.4556 -14.0103 1.03 0.51 -0.39
O 14.6289 20.6430 -26.7299 -2.64 -0.75 0.50
C 13.5324 20.2481 -26.3735 2.08 1.76 -0.81
O 12.3236 20.8214 -26.7060 0.23 -0.93 0.25
C 11.2818 19.9531 -26.2015 0.03 0.56 0.74
C 12.0340 19.0719 -25.2111 -1.78 -0.51 0.53
O 13.3601 19.2335 -25.5258 1.49 -0.62 -0.56
H 10.5472 20.4981 -25.6086 -0.01 0.51 -0.48
H 10.7563 19.4355 -27.0041 0.37 -0.03 -0.12
H 11.6714 18.0457 -25.2718 0.49 -0.18 -0.05
H 11.9153 19.3800 -24.1723 -0.26 0.17 0.03
O 2.8072 20.8778 -25.6369 0.06 -1.44 2.25
C 3.0347 20.1859 -24.6703 0.21 -0.25 -1.78
O 4.0379 20.3567 -23.7744 -0.30 -0.48 -0.61
C 4.1592 19.0744 -23.1452 0.04 0.65 3.63
C 2.6898 18.6100 -23.0419 2.61 -0.48 -0.59
O 2.4674 18.9380 -24.3826 -2.57 1.66 -2.19
H 4.8425 18.3920 -23.6508 -0.37 0.04 -0.39
H 4.5492 19.2872 -22.1499 0.39 -0.05 0.00
H 2.0631 19.1277 -22.3158 0.09 0.28 -0.16
H 2.6162 17.5299 -22.9152 -0.13 0.10 -0.10
O 7.1769 20.3200 -19.5631 0.98 0.46 -1.01
C 7.7238 20.0163 -20.5912 -0.90 -0.64 -0.36
O 7.4250 18.8301 -21.1926 -0.35 0.23 0.33
C 8.2436 18.5873 -22.3132 1.40 1.19 -0.39
C 8.8499 20.0162 -22.6142 -0.29 -1.72 0.57
O 8.5975 20.7320 -21.3473 -0.19 -0.50 -0.80
H 9.0290 17.8859 -22.0316 -0.14 -0.08 -0.14
H 7.7027 18.2235 -23.1868 -0.24 -0.12 0.38
H 8.3939 20.3963 -23.5283 -0.51 0.90 0.65
H 9.9101 19.9325 -22.8532 0.08 0.29 0.67
O 2.2425 18.9004 -15.7420 -0.17 1.28 -0.65
C 3.2465 18.5649 -16.2909 -3.73 1.67 -1.43
O 4.0411 17.7524 -15.7219 2.80 -1.05 -0.17
C 4.8218 17.2452 -16.7815 3.05 -1.71 -0.15
C 4.7702 18.2109 -17.9658 0.27 -0.90 0.10
O 3.5690 18.8686 -17.6455 -1.24 0.25 1.56
H 5.8423 17.0557 -16.4487 0.00 0.18 0.24
H 4.4314 16.2572 -17.0256 -0.30 0.14 -0.31
H 4.7821 17.5740 -18.8502 -0.96 0.09 -0.32
H 5.5418 18.9362 -18.2241 0.34 -0.03 1.00
O 9.9493 16.3107 -23.8072 -0.33 1.71 1.20
C 10.3937 15.4431 -24.4627 1.76 0.46 0.53
O 11.7250 15.1996 -24.6592 -0.77 1.38 1.15
C 11.8022 14.2711 -25.6668 2.67 -1.90 -1.02
C 10.4780 13.6418 -25.7872 -2.16 -0.04 -1.14
O 9.6845 14.5868 -25.0956 -2.43 -1.29 -0.72
H 12.0778 14.7317 -26.6155 0.20 0.15 0.07
H 12.5498 13.5291 -25.3863 0.27 0.13 -0.22
H 10.2138 12.6558 -25.4050 0.71 -0.01 0.20
H 10.1262 13.7161 -26.8162 0.08 -0.50 -0.09
```
Forces are in eV/Å.

No. 2
Molecular formula: C34H51F6N9O5PtS2
Method: DFT, wB97M-V/def2-TZVPD

Calculated values
- LUMO energy: -0.251 hartree
- Frontier orbital gap: 6.61 eV
- Maximum force: 0.5 eV/A
- E_tot: -100940.816 eV
- Total charge: +2
- Molecular weight: 1039.040 g mol⁻¹

```
108
Properties=species:S:1:pos:R:3:forces:R:3
Pt 0.4661 0.3901 0.2798 -0.48 0.19 0.16
F -3.7869 0.8482 1.5485 0.01 0.01 -0.02
C -3.3033 0.3922 2.7013 0.03 -0.07 0.01
F -3.8100 1.0644 3.7074 -0.01 0.01 -0.01
F -3.5880 -0.8992 2.8126 -0.01 0.01 0.01
S -1.4632 0.5779 2.7036 -0.13 0.17 -0.02
O -1.0928 -0.2473 1.4945 0.06 -0.07 -0.07
O -0.9837 0.0943 3.9464 -0.03 0.00 0.00
N -1.3074 2.0805 2.3597 0.38 -0.13 0.28
S -0.3237 2.5597 1.2050 0.39 0.02 -0.25
O 0.6954 3.4982 1.6013 -0.21 -0.06 0.12
O 1.0944 3.7792 -1.2475 0.05 -0.07 0.01
C -1.6555 3.6071 0.3055 0.14 0.14 -0.12
F -2.1875 2.8838 -0.6758 0.01 0.00 -0.02
F -1.1173 4.7124 -0.1787 0.00 -0.21 0.04
F -2.5871 3.9342 1.1711 -0.03 -0.04 -0.04
C 3.6914 3.5901 0.6699 0.06 -0.04 -0.05
N 3.1155 2.7797 -0.4042 -0.27 -0.15 0.05
C 2.4357 3.4663 -1.4911 -0.01 0.05 -0.09
C 3.1680 1.4352 -0.4081 0.25 0.08 0.20
N 2.0946 0.7245 -0.8868 -0.25 0.23 -0.18
C 2.4302 -0.4360 -1.6476 -0.08 -0.08 -0.16
C 3.3619 -0.3814 -2.6763 -0.07 0.01 0.02
C 3.7708 -1.5514 -3.2935 0.01 -0.03 0.00
C 3.2550 -2.7693 -2.8664 0.04 0.01 -0.03
C 2.3004 -2.8211 -1.8642 -0.08 0.06 0.05
C 1.8474 -1.6392 -1.2793 -0.06 0.01 -0.22
N 0.8924 -1.5462 -0.2508 0.10 -0.03 0.19
C 0.0795 -2.5909 0.0890 -0.05 0.00 -0.17
N -0.5216 -3.3223 -0.8587 0.04 -0.01 0.05
C -0.7865 -2.8584 -2.2188 0.04 0.03 0.01
C -0.8441 -4.7375 -0.6624 -0.02 0.04 0.04
N -0.0970 -2.8978 1.3753 -0.07 0.07 0.00
C 0.9071 -2.6066 2.3931 0.02 0.00 -0.01
C -1.3791 -3.3600 1.9055 0.03 -0.05 -0.05
N 4.2847 0.8236 -0.0368 0.07 0.02 0.03
C 5.5958 1.4653 -0.1202 0.00 -0.02 -0.01
C 4.3303 -0.5776 0.3700 0.05 0.00 0.09
H 2.9221 4.2546 1.0606 0.00 -0.01 -0.03
H 4.5397 4.1774 0.3181 0.01 0.00 0.00
H 4.0044 2.9396 1.4820 -0.02 0.05 -0.14
H 3.0117 4.3700 -1.7036 0.02 -0.01 0.02
H 1.0586 4.5731 -0.7001 -0.12 -0.03 -0.03
H 2.4643 2.8239 -2.3680 -0.05 -0.01 0.00
H 3.7813 0.5736 -2.9724 0.00 0.00 0.00
H 4.4974 -1.5176 -4.0932 0.00 0.01 0.00
H 3.5950 -3.6887 -3.3232 -0.01 0.00 0.00
H 1.9181 -3.7767 -1.5328 -0.02 -0.03 -0.01
H -0.5141 -1.8164 -2.3334 0.02 -0.01 0.00
H -1.8499 -2.9834 -2.4269 -0.02 0.00 0.02
H -0.2012 -3.4482 -2.9254 0.00 -0.01 -0.01
H -0.3077 -5.1330 0.1941 0.00 0.01 0.06
H -0.5276 -5.2794 -1.5535 0.00 0.00 0.00
H -1.9156 -4.8871 -0.5336 -0.01 0.00 0.01
H 1.8657 -2.3994 1.9280 0.00 0.01 0.00
H 1.0011 -3.4845 3.0334 0.00 0.00 0.00
H 0.6114 -1.7523 3.0010 0.00 0.00 0.01
H -1.3430 -4.4096 2.1962 0.00 -0.02 -0.01
H -2.1681 -3.2088 1.1735 -0.01 -0.01 -0.04
H -1.6051 -2.7654 2.7906 0.00 0.00 0.00
H 5.5385 2.3735 -0.7111 0.00 -0.01 -0.01
H 6.2789 0.7696 -0.6073 0.00 0.00 0.01
H 5.9835 1.6983 0.8721 0.00 0.02 -0.01
H 3.3429 -0.9197 0.6592 0.11 0.02 0.05
H 4.9881 -0.6542 1.2358 0.01 0.02 0.01
H 4.7278 -1.1941 -0.4386 0.00 0.00 0.02
C -5.9790 1.6980 -3.1527 -0.01 0.00 0.01
C -5.5871 1.1276 -1.7979 0.00 0.00 0.04
N -5.4674 -0.3327 -1.7604 0.02 0.02 -0.04
C -6.6591 -1.1452 -1.4696 0.00 0.00 -0.04
C -7.3716 -1.6408 -2.7184 0.01 -0.01 -0.01
C -4.3152 -0.9819 -1.9659 0.01 -0.01 0.03
O -4.1769 -2.1998 -1.9134 0.05 0.00 0.03
C -3.0609 -0.1811 -2.2329 0.00 -0.02 -0.05
C -2.6926 0.2981 -3.4821 -0.01 0.03 0.01
C -1.4302 0.8506 -3.6429 0.01 0.00 0.00
C -0.5690 0.8976 -2.5645 -0.06 0.02 0.00
N -0.9196 0.4140 -1.3651 0.12 -0.01 -0.06
C -2.1390 -0.1109 -1.2079 0.02 -0.05 0.06
H -6.1620 2.7689 -3.0639 0.01 0.00 0.00
H -6.8873 1.2331 -3.5309 -0.01 0.01 0.01
H -5.1920 1.5543 -3.8936 -0.01 -0.02 -0.01
H -6.3367 1.3979 -1.0540 0.01 0.00 0.02
H -4.6463 1.5645 -1.4576 0.00 0.00 -0.02
H -7.3193 -0.5353 -0.8535 0.00 0.01 -0.02
H -6.3294 -1.9950 -0.8743 0.00 0.00 0.02
H -7.7700 -0.8199 -3.3130 0.00 0.00 0.00
H -8.2063 -2.2812 -2.4349 0.00 0.00 0.00
H -6.6924 -2.2273 -3.3367 0.00 0.00 0.00
H -3.3715 0.2250 -4.3219 0.01 0.00 0.00
H -1.1062 1.2369 -4.5988 0.00 0.00 0.00
H 0.4206 1.3184 -2.6415 0.09 0.06 0.01
H -2.3775 -0.5135 -0.2343 0.00 0.00 -0.02
C 3.5493 -0.4796 4.5759 0.01 0.00 0.02
C 3.0803 0.8898 4.0647 -0.03 -0.04 0.02
C 4.2892 1.7908 3.7869 0.00 0.00 0.05
C 2.1633 1.5547 5.1012 0.01 0.01 0.00
C 2.3127 0.6894 2.8227 -0.04 -0.01 0.01
C 1.6574 0.4816 1.8328 0.01 0.03 0.10
H 4.1674 -0.3483 5.4647 -0.01 0.00 0.01
H 4.1422 -1.0035 3.8234 0.01 0.01 0.01
H 2.6973 -1.1050 4.8464 0.00 0.00 -0.02
H 4.8652 1.9242 4.7030 0.00 -0.01 0.00
H 3.9688 2.7764 3.4453 0.01 -0.04 0.12
H 4.9499 1.3483 3.0368 0.00 -0.01 0.00
H 2.7067 1.6854 6.0379 0.00 0.00 0.00
H 1.2830 0.9418 5.2929 0.00 -0.01 0.00
H 1.8313 2.5341 4.7546 0.00 0.00 0.00
```
Forces are in eV/Å.

No. 3
Molecular formula: C21H33Cl2N4O3Tb
Method: DFT, wB97M-V/def2-TZVPD

Calculated values
- LUMO energy (alpha / beta): 0.001 / 0.001 hartree
- Frontier orbital gap (alpha / beta): 4.84 / 4.78 eV
- Maximum force: 3.5 eV/A
- E_tot: -81896.529 eV
- Total charge: 0
- Multiplicity: 7
- Molecular weight: 619.351 g mol⁻¹

```
64
Properties=species:S:1:pos:R:3:forces:R:3
O 1.9669 1.4135 -3.0276 0.62 0.55 -3.06
C 1.9757 1.4131 -4.2617 0.38 0.10 1.75
C 2.3825 2.5845 -5.1008 0.18 0.54 0.44
C 2.7945 3.7353 -4.4161 -0.05 0.35 -0.25
H 2.9718 3.6859 -3.3370 -0.31 -0.03 -0.42
C 2.9581 4.9365 -5.1065 0.05 -0.08 -0.02
H 3.2275 5.8334 -4.5407 -0.07 -0.27 -0.31
C 2.7602 4.9916 -6.4943 0.00 -0.44 0.30
H 2.8510 5.9514 -7.0151 -0.03 -0.48 0.12
C 2.4665 3.8065 -7.1913 0.11 0.38 0.14
H 2.3542 3.8493 -8.2746 0.04 -0.13 0.26
C 2.2948 2.6050 -6.5013 -0.07 0.03 0.48
H 2.0947 1.6685 -7.0227 -0.16 0.28 0.00
H 1.6741 0.5332 -4.8581 -0.13 -0.20 0.29
C -3.0965 0.7985 -1.9506 -0.65 0.29 -0.22
C -2.7311 -0.1508 -0.8802 3.16 0.51 1.37
H -4.1641 0.7509 -2.2200 0.02 0.19 -0.26
H -2.5035 0.6426 -2.8641 -0.07 -0.10 0.25
H -2.8720 1.8281 -1.6324 -0.06 -0.19 -0.06
C -3.4993 -0.9900 -0.2245 -1.91 -0.28 0.34
C -5.0208 -1.0992 -0.3484 0.10 -0.12 -0.28
H -3.1245 -1.6616 0.5567 0.27 0.09 0.05
H -5.3849 -0.4577 -1.1627 -0.04 -0.21 0.26
H -5.5173 -0.7845 0.5845 0.05 -0.11 -0.20
H -5.3279 -2.1323 -0.5634 -0.12 0.13 0.06
Tb -0.2653 0.0968 0.4771 -2.63 0.25 -2.31
Cl -0.6071 2.6249 0.5797 0.06 0.50 0.37
Cl 0.3463 -0.4710 -1.9257 0.36 -0.60 -0.19
C -2.2883 0.6310 2.9887 1.06 -0.87 -1.31
O -1.4195 -0.1424 2.4745 -1.01 1.26 1.41
N -2.9660 0.3091 4.0734 -0.08 -0.27 0.52
C -2.6048 -0.8815 4.8429 -0.16 0.04 -0.08
C -4.1247 1.0670 4.5302 0.18 0.27 -0.07
H -2.4901 1.6124 2.5232 -0.13 -0.39 0.09
H -1.7863 -1.3951 4.3324 -0.27 0.07 0.14
H -3.4807 -1.5339 4.9301 0.21 0.01 -0.08
H -2.2968 -0.5848 5.8534 -0.04 -0.02 -0.18
H -4.3282 1.8550 3.7950 -0.08 -0.20 0.28
H -3.9344 1.5195 5.5133 -0.01 -0.09 -0.23
H -4.9956 0.4027 4.6212 0.25 0.18 -0.16
H -0.0654 -5.5694 1.3995 -0.09 0.11 -0.05
H 2.1971 -5.5502 0.3025 -0.14 0.29 -0.15
C -0.4662 -4.9558 0.5851 0.05 -0.10 -0.04
C 1.7974 -4.9101 -0.4985 -0.22 0.28 -0.29
N 0.6112 -4.1891 -0.0343 -0.14 -0.70 0.31
H -1.2068 -4.2484 0.9659 0.13 -0.24 -0.07
C 0.5553 -2.8708 -0.0095 -0.70 1.26 0.79
O -0.3115 -2.2108 0.6403 1.37 -1.61 -0.73
H 2.5476 -4.1652 -0.7900 -0.11 -0.31 0.04
H 1.3056 -2.3341 -0.6094 -0.03 -0.27 0.19
H -0.9286 -5.6196 -0.1566 0.11 0.17 0.12
H 1.5647 -5.5468 -1.3640 0.01 0.20 0.22
C 3.5294 0.6649 4.7531 0.01 0.05 0.13
N 3.1138 0.3349 3.3863 0.53 -0.22 -0.13
C 3.9670 -0.1510 2.3968 -0.79 0.28 -0.17
C 3.2100 -0.2719 1.2561 -0.35 0.21 1.23
N 1.8908 0.0938 1.5478 1.49 0.25 1.53
C 1.8868 0.4674 2.8461 0.55 -0.42 -1.17
H 3.9555 -0.2109 5.2658 -0.29 0.18 -0.29
H 4.3028 1.4486 4.7557 -0.39 -0.20 -0.16
H 2.6558 1.0203 5.3154 0.30 -0.12 -0.20
H 5.0090 -0.3492 2.6012 -0.15 0.08 -0.06
H 3.5540 -0.5864 0.2809 -0.35 0.06 0.04
H 1.0352 0.8485 3.4072 0.21 -0.17 -0.29
```
Forces are in eV/Å.